Entry 1:
{
  "formula": "C29H39BrCoN4O3S3SbSi",
  "method": "ωB97M-V with the def2-TZVPD basis set",
  "energy_ev": -197404.2039,
  "lumo_ev": [3.74, 3.74],
  "total_charge": -2,
  "largest_force_ha_per_bohr": 0.0199,
  "relative_energy_kj_mol": 95.9,
  "multiplicity": 3,
  "homo_energy_ev": [-1.480, -1.808],
  "species": ["Co", "C", "O", "C", "C", "C", "C", "C", "C", "N", "N", "C", "C", "C", "C", "O", "C", "N", "C", "C", "C", "C", "H", "H", "H", "H", "H", "H", "H", "H", "H", "H", "H", "H", "S", "Sb", "S", "S", "O", "C", "N", "C", "C", "C", "C", "Si", "Br", "C", "C", "C", "C", "C", "C", "C", "C", "H", "H", "H", "H", "H", "H", "H", "H", "H", "H", "H", "H", "H", "H", "H", "H", "H", "H", "H", "H", "H", "H", "H", "H", "H", "H", "H"],
  "xyz": [[-1.49, 1.74, -1.55], [1.66, 8.77, 4.42], [2.51, 7.92, 5.16], [2.90, 6.76, 4.55], [3.51, 5.81, 5.35], [3.94, 4.61, 4.79], [3.74, 4.32, 3.45], [3.16, 5.30, 2.65], [2.74, 6.51, 3.19], [4.34, 3.11, 2.94], [3.85, 2.40, 2.03], [2.49, 2.31, 1.68], [1.42, 2.40, 2.58], [0.10, 2.24, 2.21], [-0.24, 1.99, 0.85], [-1.40, 1.83, 0.42], [0.86, 1.90, -0.10], [0.48, 1.73, -1.40], [1.41, 1.62, -2.31], [2.78, 1.70, -1.99], [3.18, 1.90, -0.70], [2.20, 2.01, 0.31], [1.33, 9.55, 5.10], [0.79, 8.23, 4.04], [2.18, 9.24, 3.57], [3.64, 6.02, 6.40], [4.41, 3.86, 5.42], [3.03, 5.13, 1.59], [2.29, 7.24, 2.53], [1.64, 2.57, 3.62], [-0.70, 2.29, 2.93], [1.07, 1.46, -3.32], [3.51, 1.60, -2.79], [4.23, 1.97, -0.43], [-2.63, 4.84, -5.31], [-1.11, 3.78, -3.95], [-1.53, 1.42, -3.83], [-1.58, 4.12, -1.66], [-5.42, 1.00, -0.27], [-4.36, 1.23, -0.84], [-3.36, 1.42, -1.43], [0.30, -5.44, -0.11], [-0.01, -3.96, 0.14], [1.32, -3.18, 0.16], [-0.61, -3.81, 1.55], [-1.23, -3.25, -1.16], [-1.12, -1.03, -0.91], [-0.70, -3.58, -2.97], [0.82, -3.37, -3.12], [-1.03, -5.01, -3.41], [-1.37, -2.59, -3.95], [-3.06, -3.71, -0.81], [-3.22, -5.21, -0.51], [-3.93, -3.35, -2.02], [-3.62, -2.90, 0.38], [0.98, -5.81, 0.67], [0.80, -5.59, -1.08], [-0.59, -6.06, -0.10], [1.93, -3.55, 1.00], [1.16, -2.11, 0.31], [1.91, -3.31, -0.75], [0.15, -4.11, 2.29], [-1.49, -4.44, 1.70], [-0.88, -2.77, 1.76], [1.39, -4.11, -2.56], [1.12, -2.37, -2.77], [1.09, -3.45, -4.18], [-0.52, -5.77, -2.80], [-0.72, -5.15, -4.46], [-2.10, -5.22, -3.36], [-1.28, -1.55, -3.63], [-2.43, -2.80, -4.08], [-0.89, -2.68, -4.93], [-2.85, -5.83, -1.33], [-4.28, -5.44, -0.37], [-2.69, -5.51, 0.40], [-3.71, -3.96, -2.89], [-3.83, -2.29, -2.30], [-4.99, -3.51, -1.76], [-3.12, -3.12, 1.32], [-4.69, -3.15, 0.49], [-3.56, -1.82, 0.21]]
}



Entry 2:
{
  "formula": "C29H39Cl2O2P3Re",
  "method": "ωB97M-V with the def2-TZVPD basis set",
  "energy_ev": -89827.4615,
  "lumo_ev": [-4.72, -9.13],
  "total_charge": 2,
  "largest_force_ha_per_bohr": 0.0769,
  "multiplicity": 4,
  "homo_energy_ev": [-12.822, -13.223],
  "species": ["P", "C", "C", "H", "C", "H", "C", "H", "C", "H", "C", "H", "C", "C", "H", "C", "H", "C", "H", "C", "H", "C", "H", "C", "C", "H", "C", "H", "C", "H", "C", "H", "C", "H", "Re", "C", "C", "H", "C", "O", "H", "C", "H", "C", "Cl", "Cl", "P", "C", "H", "H", "H", "C", "H", "H", "H", "C", "H", "H", "H", "P", "C", "C", "H", "H", "H", "H", "H", "H", "C", "H", "H", "H", "H", "O", "H", "H"],
  "xyz": [[-0.51, -2.54, -0.42], [-1.98, -3.56, -0.87], [-2.36, -3.83, -2.19], [-1.82, -3.36, -3.02], [-3.40, -4.73, -2.45], [-3.65, -4.98, -3.48], [-4.11, -5.31, -1.39], [-4.90, -6.04, -1.60], [-3.77, -4.99, -0.07], [-4.31, -5.46, 0.76], [-2.73, -4.10, 0.20], [-2.47, -3.83, 1.22], [-0.06, -1.85, -2.06], [-0.73, -0.69, -2.49], [-1.43, -0.20, -1.81], [-0.54, -0.21, -3.78], [-1.10, 0.66, -4.12], [0.36, -0.84, -4.65], [0.49, -0.48, -5.67], [1.07, -1.97, -4.21], [1.76, -2.49, -4.88], [0.87, -2.46, -2.92], [1.42, -3.34, -2.58], [0.76, -3.87, -0.23], [0.55, -5.19, -0.65], [-0.43, -5.49, -1.02], [1.59, -6.12, -0.60], [1.43, -7.13, -0.97], [2.85, -5.74, -0.11], [3.67, -6.46, -0.11], [3.04, -4.43, 0.36], [4.02, -4.13, 0.74], [2.00, -3.50, 0.33], [2.13, -2.50, 0.75], [-0.71, 1.86, 2.80], [0.89, 3.01, 2.05], [1.49, 2.68, 0.88], [1.28, 3.86, 2.63], [0.96, 1.44, 0.19], [1.97, 0.41, 0.37], [1.70, -0.41, -0.10], [-0.25, 1.05, 0.93], [0.78, 1.63, -0.88], [-1.03, 0.21, 1.53], [-0.63, 3.61, 4.53], [-2.48, 0.80, 3.98], [-2.25, 3.16, 1.79], [-3.27, 4.22, 2.90], [-2.63, 4.97, 3.37], [-3.71, 3.59, 3.69], [-4.06, 4.70, 2.32], [-1.63, 4.45, 0.65], [-0.97, 4.00, -0.10], [-1.06, 5.19, 1.22], [-2.47, 4.94, 0.14], [-3.57, 2.36, 0.81], [-4.09, 1.62, 1.44], [-3.15, 1.85, -0.06], [-4.29, 3.12, 0.48], [2.95, 3.57, 0.28], [3.01, 5.22, 0.96], [2.76, 3.63, -1.50], [3.14, 5.17, 2.05], [2.08, 5.76, 0.72], [3.86, 5.75, 0.52], [2.58, 2.62, -1.89], [3.68, 4.03, -1.95], [1.91, 4.28, -1.74], [4.36, 2.60, 0.79], [4.62, 2.84, 1.83], [5.22, 2.82, 0.13], [4.11, 1.53, 0.71], [-1.48, -0.78, 1.54], [0.76, 1.05, 4.36], [1.57, 1.60, 4.43], [0.32, 1.16, 5.22]]
}



Entry 3:
{
  "formula": "C29H39CsN8O5S2",
  "method": "ωB97M-V with the def2-TZVPD basis set",
  "energy_ev": -75084.9809,
  "lumo_ev": 0.06,
  "largest_force_ha_per_bohr": 0.0482,
  "homo_energy_ev": -7.762,
  "species": ["Cs", "N", "C", "C", "C", "C", "N", "C", "N", "N", "C", "O", "O", "H", "H", "H", "H", "H", "H", "H", "H", "H", "H", "H", "H", "H", "H", "C", "C", "C", "C", "C", "C", "C", "S", "O", "O", "N", "C", "C", "C", "C", "C", "N", "H", "H", "H", "H", "H", "H", "H", "H", "H", "H", "H", "C", "C", "C", "N", "C", "S", "N", "C", "O", "C", "C", "C", "C", "C", "C", "H", "H", "H", "H", "H", "H", "H", "H", "H", "H", "H", "H", "H", "H"],
  "xyz": [[-1.35, 0.85, -0.97], [2.76, 0.03, -0.17], [2.27, 1.13, 0.65], [3.38, 2.14, 0.99], [2.98, 3.40, 1.76], [2.57, 3.18, 3.22], [1.25, 2.59, 3.46], [0.11, 3.18, 3.14], [0.09, 4.49, 2.83], [-1.05, 2.53, 3.29], [1.10, 1.82, -0.08], [0.98, 1.64, -1.30], [0.29, 2.47, 0.63], [3.75, -0.15, 0.00], [2.63, 0.28, -1.14], [1.87, 0.71, 1.58], [3.84, 2.45, 0.04], [4.16, 1.61, 1.55], [2.20, 3.92, 1.21], [3.85, 4.06, 1.80], [2.60, 4.13, 3.77], [3.29, 2.52, 3.71], [1.20, 1.59, 3.62], [0.95, 4.87, 2.47], [-0.72, 4.79, 2.31], [-1.00, 1.51, 3.28], [-1.85, 2.91, 2.81], [-5.54, 4.38, 3.78], [-5.19, 3.28, 2.81], [-4.32, 2.26, 3.19], [-3.99, 1.24, 2.31], [-4.55, 1.22, 1.04], [-5.43, 2.21, 0.65], [-5.74, 3.24, 1.53], [-4.26, -0.06, -0.16], [-5.52, -0.77, -0.30], [-3.79, 0.63, -1.36], [-3.08, -0.87, 0.49], [-2.51, -1.91, -0.24], [-3.20, -2.64, -1.23], [-2.53, -3.65, -1.89], [-1.21, -3.94, -1.56], [-0.63, -3.18, -0.56], [-1.25, -2.20, 0.09], [-4.65, 4.94, 4.07], [-5.98, 3.97, 4.69], [-6.25, 5.08, 3.34], [-3.89, 2.26, 4.18], [-3.31, 0.45, 2.61], [-5.87, 2.18, -0.34], [-6.43, 4.01, 1.23], [-4.23, -2.41, -1.44], [-3.05, -4.23, -2.65], [-0.66, -4.72, -2.05], [0.40, -3.36, -0.26], [-2.53, -4.76, 2.35], [-3.67, -3.78, 2.57], [-3.36, -2.69, 3.59], [-2.26, -1.81, 3.20], [-1.00, -1.82, 3.62], [0.09, -0.65, 3.14], [-0.66, -2.88, 4.45], [0.44, -3.04, 5.29], [1.24, -2.18, 5.54], [0.53, -4.42, 5.88], [-0.58, -5.17, 6.22], [-0.43, -6.44, 6.78], [0.84, -6.95, 6.98], [1.96, -6.19, 6.65], [1.81, -4.92, 6.11], [-2.79, -5.49, 1.58], [-2.30, -5.33, 3.26], [-1.63, -4.25, 2.01], [-4.56, -4.30, 2.92], [-3.93, -3.30, 1.63], [-3.14, -3.11, 4.57], [-4.24, -2.05, 3.71], [-2.44, -1.22, 2.38], [-1.22, -3.71, 4.33], [-1.58, -4.77, 6.09], [-1.30, -7.01, 7.05], [0.97, -7.93, 7.41], [2.95, -6.59, 6.82], [2.66, -4.31, 5.86]]
}



Entry 4:
{
  "formula": "C29H40AlBN12O6S2",
  "method": "ωB97M-V with the def2-TZVPD basis set",
  "energy_ev": -89833.8389,
  "lumo_ev": [-1.79, -3.67],
  "total_charge": 1,
  "largest_force_ha_per_bohr": 0.0084,
  "relative_energy_kj_mol": 124.9,
  "multiplicity": 2,
  "homo_energy_ev": [-10.347, -11.636],
  "species": ["Al", "C", "C", "C", "C", "N", "N", "B", "N", "C", "C", "C", "C", "N", "N", "C", "C", "C", "C", "N", "N", "C", "C", "C", "C", "N", "H", "H", "H", "H", "H", "H", "H", "H", "H", "H", "H", "H", "H", "H", "H", "H", "H", "H", "H", "H", "O", "C", "N", "C", "O", "C", "C", "C", "C", "N", "C", "H", "H", "H", "H", "H", "H", "H", "H", "C", "N", "C", "C", "C", "N", "C", "C", "O", "H", "H", "H", "H", "H", "H", "H", "H", "H", "H", "H", "H", "O", "S", "O", "O", "S"],
  "xyz": [[-0.26, -0.04, -0.38], [-1.83, 2.26, 1.96], [-2.64, 1.28, 1.18], [-4.04, 1.25, 1.12], [-4.34, 0.39, 0.09], [-3.19, -0.09, -0.41], [-2.14, 0.42, 0.28], [-2.91, -0.51, -1.85], [-2.01, -1.78, -1.89], [-2.12, -2.78, -2.77], [-0.87, -3.12, -3.22], [0.01, -2.24, -2.59], [1.43, -2.06, -3.01], [-0.68, -1.47, -1.72], [-2.02, 0.65, -2.50], [-2.23, 1.35, -3.62], [-1.32, 2.37, -3.70], [-0.53, 2.24, -2.56], [0.56, 3.13, -2.09], [-0.93, 1.18, -1.85], [-4.23, -0.68, -2.57], [-5.11, 0.28, -2.97], [-6.33, -0.33, -3.16], [-6.11, -1.68, -2.81], [-7.10, -2.81, -2.82], [-4.86, -1.88, -2.45], [-2.04, 2.20, 3.03], [-2.12, 3.27, 1.63], [-0.77, 2.14, 1.82], [-4.72, 1.81, 1.73], [-5.28, 0.10, -0.34], [-3.10, -3.13, -3.04], [-0.62, -3.86, -3.96], [1.44, -2.07, -4.10], [2.09, -2.86, -2.68], [1.83, -1.10, -2.70], [-3.02, 1.06, -4.30], [-1.24, 3.12, -4.47], [0.20, 4.16, -2.06], [1.41, 3.11, -2.78], [0.90, 2.86, -1.10], [-4.84, 1.31, -3.06], [-7.24, 0.13, -3.50], [-8.02, -2.50, -3.32], [-7.34, -3.12, -1.81], [-6.70, -3.67, -3.35], [3.36, 4.36, 4.86], [3.60, 3.06, 5.31], [2.51, 2.15, 4.97], [2.27, 1.90, 3.67], [2.91, 2.43, 2.76], [1.17, 0.96, 3.36], [0.05, 0.73, 4.13], [-0.87, -0.19, 3.71], [-0.69, -0.88, 2.42], [0.15, -0.24, 1.47], [1.34, 0.19, 2.09], [3.40, 4.33, 3.90], [3.68, 3.10, 6.39], [4.53, 2.67, 4.89], [2.12, 1.55, 5.67], [-0.10, 1.27, 5.06], [-1.72, -0.48, 4.32], [-1.63, -1.20, 1.98], [1.98, 0.77, 1.42], [3.48, 1.91, -0.80], [3.75, 0.50, -0.57], [5.14, 0.08, -0.44], [5.24, -1.02, 0.58], [4.34, -2.15, 0.13], [3.00, -1.67, -0.24], [2.00, -2.71, -0.07], [2.74, -0.39, -0.52], [1.55, 0.06, -0.77], [4.33, 2.48, -0.44], [2.61, 2.23, -0.23], [3.32, 2.13, -1.86], [5.72, 0.96, -0.14], [5.53, -0.24, -1.42], [4.92, -0.65, 1.55], [6.26, -1.38, 0.67], [4.20, -2.86, 0.95], [4.77, -2.68, -0.72], [2.06, -3.09, 0.94], [2.20, -3.53, -0.76], [1.00, -2.34, -0.24], [1.89, -1.50, 4.76], [1.88, -2.08, 3.45], [2.26, -0.99, 2.38], [2.73, -3.19, 3.17], [-0.02, -2.64, 2.90]]
}



Entry 5:
{
  "formula": "C29H40AsAuBrN5OSSi",
  "method": "ωB97M-V with the def2-TZVPD basis set",
  "energy_ev": -193494.2447,
  "lumo_ev": -6.50,
  "total_charge": 2,
  "largest_force_ha_per_bohr": 0.0096,
  "relative_energy_kj_mol": 26.8,
  "homo_energy_ev": -14.225,
  "species": ["Au", "S", "N", "C", "C", "C", "C", "C", "N", "C", "C", "N", "C", "C", "C", "C", "C", "N", "H", "H", "H", "H", "H", "H", "C", "Si", "C", "C", "C", "C", "C", "C", "C", "C", "H", "H", "H", "H", "H", "H", "H", "H", "H", "H", "H", "H", "H", "H", "H", "H", "H", "H", "H", "H", "H", "C", "As", "C", "C", "O", "H", "H", "H", "H", "H", "H", "H", "H", "H", "Br", "C", "C", "C", "C", "N", "C", "H", "H", "H", "H"],
  "xyz": [[-0.23, -0.40, 0.04], [-7.36, -3.16, 0.15], [-6.54, -2.44, 1.34], [-5.35, -2.16, 0.84], [-4.27, -1.51, 1.56], [-4.35, -1.13, 2.90], [-3.25, -0.55, 3.50], [-2.11, -0.34, 2.74], [-2.03, -0.68, 1.47], [-3.07, -1.28, 0.87], [-2.89, -1.70, -0.53], [-1.69, -1.47, -1.13], [-1.53, -1.90, -2.38], [-2.52, -2.55, -3.10], [-3.74, -2.77, -2.52], [-3.93, -2.34, -1.20], [-5.18, -2.56, -0.50], [-6.25, -3.15, -1.01], [-5.26, -1.31, 3.45], [-3.27, -0.25, 4.54], [-1.22, 0.11, 3.17], [-0.57, -1.72, -2.82], [-2.31, -2.87, -4.12], [-4.54, -3.27, -3.04], [1.73, -1.72, -2.53], [1.61, -0.13, -1.55], [3.31, 0.13, -0.67], [3.87, -1.18, -0.08], [3.39, 1.19, 0.45], [4.29, 0.57, -1.76], [1.02, 1.26, -2.70], [1.76, 1.16, -4.05], [-0.49, 1.15, -3.00], [1.28, 2.64, -2.07], [2.76, -1.76, -2.89], [1.10, -1.78, -3.41], [1.57, -2.62, -1.93], [3.24, -1.59, 0.71], [4.85, -0.98, 0.37], [4.02, -1.94, -0.84], [2.58, 1.12, 1.16], [3.38, 2.20, 0.04], [4.33, 1.08, 0.99], [4.31, -0.10, -2.63], [5.30, 0.55, -1.34], [4.11, 1.58, -2.11], [1.67, 0.16, -4.49], [2.81, 1.41, -3.98], [1.30, 1.86, -4.75], [-0.73, 0.24, -3.55], [-0.79, 1.99, -3.64], [-1.11, 1.19, -2.10], [2.35, 2.88, -2.05], [0.91, 2.68, -1.05], [0.78, 3.42, -2.66], [-1.29, 3.13, 3.08], [-0.33, 3.07, 1.42], [-1.47, 3.85, 0.10], [1.24, 4.13, 1.61], [0.13, 1.49, 1.05], [-1.50, 4.17, 3.31], [-0.67, 2.70, 3.87], [-2.22, 2.58, 2.98], [-1.95, 4.73, 0.54], [-2.23, 3.13, -0.19], [-0.89, 4.15, -0.77], [0.96, 5.13, 1.93], [1.76, 4.17, 0.66], [1.88, 3.67, 2.36], [2.87, -0.50, 5.14], [2.17, -1.54, 3.74], [2.39, -2.90, 3.67], [1.83, -3.60, 2.62], [1.10, -2.92, 1.67], [0.91, -1.60, 1.73], [1.43, -0.92, 2.76], [2.98, -3.41, 4.43], [1.97, -4.67, 2.53], [0.65, -3.43, 0.83], [1.23, 0.14, 2.79]]
}